<P>
Here is a single C2H5N3OS molecule from the Open Molecules 2025 dataset. Energies are from ωB97M-V/def2-TZVPD.

Geometry as XYZ:
```
12
Properties=species:S:1:pos:R:3:lowdin_charge:R:1
H 2.865 -1.242 0.084 0.03
H 1.510 -2.330 0.132 0.24
C 1.062 -0.291 0.062 -0.40
H 0.506 1.298 1.196 0.06
C -1.598 -0.095 -0.115 -0.91
N 2.005 -1.285 -0.359 0.09
H -0.542 1.834 -0.806 0.18
N 1.283 0.879 0.650 0.09
N -1.398 1.219 -0.414 0.06
O -0.361 -0.778 -0.027 -0.12
H -2.277 1.644 -0.621 0.07
S -3.055 -0.853 0.218 0.62
```

Summary:
Molecular weight, g mol⁻¹: 119.15
HOMO level, eV: -8.93



<Q>
Here is a single C2H5N3OS molecule from the Open Molecules 2025 dataset. Energies are from ωB97M-V/def2-TZVPD.

Geometry as XYZ:
```
12
Properties=species:S:1:pos:R:3:lowdin_charge:R:1
H -0.023 -0.467 -2.581 0.17
C -0.154 -0.286 -0.488 -0.37
O 1.771 0.605 -1.827 -0.05
S 1.401 1.957 0.443 0.79
H 0.214 -0.551 2.440 0.10
H -1.097 -1.557 -1.603 0.05
N -0.585 -0.172 1.836 -0.14
C 1.087 0.652 -0.770 -0.65
N -0.844 -0.779 0.550 -0.03
H -1.565 -0.051 2.407 0.15
H 0.412 1.395 1.276 -0.12
N -0.618 -0.745 -1.682 0.10
```

Summary:
Molecular weight, g mol⁻¹: 119.15
HOMO level, eV: -8.66



<R>
Here is a single C2H5N3OS molecule from the Open Molecules 2025 dataset. Energies are from ωB97M-V/def2-TZVPD.

Geometry as XYZ:
```
12
Properties=species:S:1:pos:R:3:lowdin_charge:R:1
C 1.446 0.847 -0.179 -0.60
S 2.762 -0.183 -0.013 0.63
O -0.580 1.923 -0.038 -0.07
N -1.944 -0.698 -0.097 0.04
H 1.748 1.881 -0.040 0.05
N 0.069 0.743 -0.389 -0.15
N 0.134 -1.760 0.012 0.04
H 1.058 -2.118 -0.350 0.05
H -0.754 -2.473 -0.001 0.16
C -0.601 -0.546 -0.067 -0.45
H -0.829 2.109 0.979 0.19
H -2.511 0.275 0.183 0.10
```

Summary:
Molecular weight, g mol⁻¹: 119.15
HOMO level, eV: -9.03



Which of them is the least stable? Correct choice: <R>.